[1]
Below is a molecular structure, C37H41ClMnN5O2Se at a distorted geometry, with properties calculated with the ωB97M-V functional and the def2-TZVPD basis.

As for the LUMO energy (spin up / spin down): -1.77 / -1.03 eV. For the HOMO-LUMO gap (spin up / spin down), the calculation gives 0.24177 / 0.27023 Ha. Its total charge is 0. As for the spin multiplicity: 5. The energy above the lowest of the compared OMol25 structures with the same formula, charge and spin comes out at 0.0000 eV.

XYZ file:
```
88
C37H41ClMnN5O2Se, DFT the ωB97M-V functional and the def2-TZVPD basis
Mn 12.005 10.760 8.445
C 6.657 9.415 9.770
C 7.639 9.725 8.665
C 6.726 10.206 7.427
C 8.466 8.535 8.257
C 7.818 7.402 7.702
C 8.496 6.296 7.313
C 9.827 6.205 7.442
C 10.521 7.191 8.128
C 12.040 6.980 8.308
C 12.730 6.086 7.236
C 12.185 6.444 9.795
C 9.814 8.344 8.528
N 10.579 9.389 9.156
C 10.201 9.554 10.477
O 9.312 8.965 11.043
C 11.092 10.545 11.220
C 10.925 10.915 12.552
C 11.736 11.938 13.004
C 12.660 12.579 12.164
C 12.771 12.102 10.886
N 11.964 11.141 10.447
C 13.747 12.586 9.778
O 14.682 13.356 9.978
N 13.476 12.073 8.549
C 14.557 12.147 7.549
C 14.679 13.260 6.718
C 15.838 13.300 5.944
C 16.771 12.229 5.926
C 16.629 11.213 6.844
C 15.496 11.103 7.637
C 15.267 9.889 8.546
C 15.660 8.575 7.860
C 15.983 9.977 9.886
C 13.668 14.387 6.545
C 13.533 15.252 7.864
C 12.321 13.884 5.928
H 6.196 10.338 10.134
H 7.277 9.006 10.571
H 5.985 8.657 9.348
H 8.312 10.487 8.941
H 6.013 9.405 7.274
H 7.300 10.292 6.413
H 6.140 11.052 7.677
H 6.807 7.545 7.533
H 7.901 5.600 6.680
H 10.316 5.397 6.835
H 12.487 7.990 8.290
H 12.337 5.069 7.298
H 13.765 5.934 7.533
H 12.692 6.551 6.240
H 11.954 5.393 9.904
H 11.468 6.983 10.424
H 13.211 6.568 10.045
H 10.223 10.327 13.122
H 11.734 12.137 14.108
H 13.385 13.327 12.520
H 15.865 14.124 5.266
H 17.672 12.209 5.323
H 17.469 10.462 6.895
H 14.205 9.835 8.778
H 16.699 8.668 7.527
H 15.040 8.290 6.938
H 15.444 7.773 8.511
H 17.039 9.892 9.797
H 15.661 9.191 10.601
H 15.699 10.917 10.417
H 14.107 15.061 5.810
H 12.874 14.737 8.527
H 13.226 16.283 7.675
H 14.560 15.490 8.266
H 12.017 12.905 6.373
H 12.421 13.705 4.827
H 11.479 14.527 6.211
Cl 9.721 15.982 9.902
C 9.603 14.658 8.840
C 8.569 14.470 7.966
C 8.488 13.311 7.184
C 9.363 12.359 7.400
N 10.436 12.472 8.224
C 10.537 13.618 8.936
H 7.829 15.239 7.875
H 7.744 13.271 6.354
H 9.377 11.441 6.756
H 11.423 13.673 9.464
Se 12.362 10.280 6.089
C 10.740 9.501 5.445
N 9.658 9.434 5.072
```

Löwdin atomic charge list, values in e, 4 entries: atom 1 (Mn): 0.72, atom 2 (C): -0.06, atom 3 (C): -0.36, atom 4 (C): -0.06



[2]
Below is a molecular structure, C37H41N5O3PbSSb, with properties calculated with the ωB97M-V functional and the def2-TZVPD basis.

As for the LUMO energy: -2.69 eV. For the HOMO-LUMO gap, the calculation gives 0.28970 Ha. Its total charge is +1. As for the spin multiplicity: 1. The energy above the lowest of the compared OMol25 structures with the same formula, charge and spin comes out at 0.1334 eV.

XYZ file:
```
89
C37H41N5O3PbSSb, DFT the ωB97M-V functional and the def2-TZVPD basis
Pb 0.135 0.155 0.022
C 1.875 3.006 -2.222
C 1.947 2.749 -0.738
C 0.934 3.199 0.114
C 1.016 2.996 1.485
C 2.103 2.320 2.033
C 3.114 1.869 1.197
C 3.036 2.088 -0.174
H 2.503 2.306 -2.775
H 2.222 4.017 -2.447
H 0.847 2.916 -2.574
H 0.084 3.724 -0.308
H 0.240 3.385 2.134
H 2.162 2.159 3.102
H 3.977 1.362 1.610
H 3.838 1.738 -0.815
N -1.081 -2.237 -3.786
C -0.364 -1.237 -3.268
N -0.299 -1.397 -1.963
C -1.030 -2.527 -1.736
N -1.517 -3.072 -2.823
C -1.268 -3.033 -0.375
C -1.920 -4.238 -0.143
N -2.135 -4.689 1.087
C -1.689 -3.939 2.091
C -1.043 -2.734 1.868
N -0.840 -2.276 0.636
H -1.341 -2.397 -4.745
H 0.079 -0.431 -3.833
H -2.271 -4.840 -0.973
H -1.856 -4.306 3.097
H -0.669 -2.134 2.693
O -2.322 0.034 -0.701
C -2.114 0.909 -1.583
O -0.980 1.476 -1.691
C -3.184 1.232 -2.576
C -3.017 2.281 -3.476
C -3.960 2.498 -4.469
C -5.066 1.661 -4.570
C -5.244 0.625 -3.663
C -4.306 0.412 -2.664
H -2.144 2.915 -3.387
H -3.831 3.312 -5.171
H -5.793 1.817 -5.358
H -6.112 -0.019 -3.738
H -4.421 -0.390 -1.946
O 2.226 -1.521 0.176
S 2.364 -3.020 0.119
C 3.469 -3.374 -1.294
C 4.690 -2.507 -1.322
C 5.918 -2.992 -0.875
C 7.041 -2.175 -0.869
C 6.943 -0.860 -1.303
C 5.723 -0.370 -1.750
C 4.602 -1.187 -1.757
C 3.471 -3.412 1.497
C 2.750 -3.001 2.752
C 1.752 -3.810 3.292
C 1.045 -3.402 4.415
C 1.320 -2.171 5.000
C 2.308 -1.357 4.462
C 3.018 -1.769 3.342
H 2.829 -3.207 -2.162
H 3.705 -4.438 -1.222
H 5.999 -4.022 -0.542
H 7.990 -2.569 -0.529
H 7.817 -0.221 -1.301
H 5.650 0.655 -2.096
H 3.648 -0.801 -2.097
H 4.387 -2.845 1.337
H 3.667 -4.486 1.460
H 1.539 -4.774 2.839
H 0.288 -4.049 4.842
H 0.778 -1.857 5.884
H 2.533 -0.402 4.923
H 3.793 -1.137 2.924
C -2.995 2.583 2.605
Sb -2.024 0.714 2.240
C -3.765 -0.513 2.450
C -1.205 0.449 4.221
H -3.516 2.534 3.561
H -3.714 2.758 1.804
H -2.273 3.398 2.621
H -3.831 -0.888 3.471
H -3.729 -1.346 1.747
H -4.642 0.094 2.226
H -1.848 -0.196 4.823
H -1.123 1.423 4.709
H -0.208 0.007 4.160
```

Löwdin atomic charge list, values in e, 4 entries: atom 1 (Pb): 1.37, atom 2 (C): -0.03, atom 3 (C): -0.32, atom 4 (C): -0.11



[3]
Below is a molecular structure, C37H41N6O4P2SZn at a distorted geometry, with properties calculated with the ωB97M-V functional and the def2-TZVPD basis.

As for the LUMO energy: -3.45 eV. For the HOMO-LUMO gap, the calculation gives 0.25184 Ha. Its total charge is +1. As for the spin multiplicity: 1.

XYZ file:
```
92
C37H41N6O4P2SZn, DFT the ωB97M-V functional and the def2-TZVPD basis
Zn 0.558 0.236 0.888
C 0.691 4.083 1.066
P 0.706 2.605 -0.022
C -0.900 2.853 -0.874
N -1.077 3.999 -1.480
C -2.203 4.200 -2.187
C -2.396 5.406 -2.889
C -3.545 5.583 -3.612
C -4.546 4.593 -3.642
C -4.388 3.410 -2.976
C -3.204 3.184 -2.246
N -3.012 2.024 -1.596
C -1.902 1.852 -0.925
P -1.776 0.265 -0.042
C -2.413 -0.869 -1.324
C -3.148 0.416 1.242
C -2.748 1.557 2.179
C -3.198 -0.903 2.011
C -4.518 0.679 0.626
C 1.983 2.982 -1.362
C 3.358 2.925 -0.696
C 1.863 1.877 -2.413
C 1.800 4.350 -2.012
H 0.374 4.954 0.495
H 1.688 4.241 1.473
H -0.003 3.916 1.890
H -1.624 6.158 -2.845
H -3.696 6.494 -4.170
H -5.451 4.783 -4.197
H -5.148 2.643 -2.984
H -3.258 -0.406 -1.834
H -2.704 -1.814 -0.871
H -1.611 -1.062 -2.037
H -1.748 1.401 2.585
H -3.448 1.615 3.010
H -2.761 2.518 1.664
H -2.256 -1.113 2.515
H -3.416 -1.723 1.331
H -3.989 -0.861 2.758
H -4.510 1.544 -0.032
H -5.232 0.872 1.422
H -4.867 -0.185 0.069
H 3.515 1.984 -0.174
H 3.485 3.750 0.003
H 4.128 3.018 -1.460
H 2.069 0.908 -1.964
H 2.594 2.044 -3.203
H 0.868 1.863 -2.862
H 1.964 5.156 -1.302
H 0.811 4.459 -2.447
H 2.538 4.452 -2.804
N 0.226 -3.472 2.983
C 0.415 -4.600 2.161
C 0.784 -5.799 2.743
C 0.991 -6.924 1.956
C 0.842 -6.848 0.584
C 0.479 -5.645 -0.011
C 0.260 -4.535 0.781
S -0.204 -2.979 0.039
N 0.067 -1.874 1.264
C 0.210 -2.196 2.500
C 0.311 -1.099 3.470
C 0.048 -1.293 4.826
C 0.205 -0.234 5.700
C 0.622 0.989 5.196
C 0.807 1.113 3.829
N 0.636 0.105 2.984
H 0.516 -3.610 3.940
H 0.910 -5.846 3.815
H 1.264 -7.854 2.431
H 0.994 -7.719 -0.033
H 0.348 -5.573 -1.080
H -0.314 -2.240 5.190
H -0.001 -0.364 6.751
H 0.794 1.829 5.848
H 1.118 2.050 3.389
O 4.216 -0.661 0.803
C 3.267 -0.832 0.068
O 2.129 -0.233 0.179
C 3.334 -1.801 -1.095
C 4.489 -2.544 -1.314
C 4.524 -3.484 -2.325
C 3.387 -3.700 -3.092
C 2.226 -2.965 -2.887
C 2.215 -2.003 -1.901
N 3.392 -4.741 -4.089
O 2.312 -5.139 -4.477
O 4.466 -5.157 -4.461
H 5.336 -2.386 -0.664
H 5.400 -4.084 -2.515
H 1.355 -3.154 -3.497
H 1.325 -1.416 -1.730
```

Löwdin atomic charge list, values in e, 4 entries: atom 1 (Zn): 0.43, atom 2 (C): -0.23, atom 3 (P): 1.04, atom 4 (C): -0.39